Below is a structure of composition C49H49BF6IN8O3PSr in a non-equilibrium geometry, with properties calculated with ωB97M-V/def2-TZVPD.

Last column: Löwdin charge in e.
Element x y z (Å)
1 Sr 0.71496 0.58367 0.41740  1.256
2 C -0.24328 -3.28960 2.66312  -0.004
3 C 0.12132 -1.90907 3.09431  -0.331
4 C 0.84964 -1.49946 4.21876  -0.010
5 C 0.92440 -0.13615 4.09493  -0.092
6 N 0.26556 0.23870 2.98264  -0.068
7 N -0.23555 -0.87571 2.35104  0.060
8 B 0.02934 1.77786 2.62903  -0.590
9 N 1.34730 2.55322 1.99682  -0.083
10 C 2.49078 2.84812 2.64786  -0.113
11 C 3.34936 3.49194 1.79589  -0.014
12 C 2.67588 3.52549 0.56972  -0.347
13 C 3.14117 4.03659 -0.75019  -0.029
14 N 1.46897 2.98910 0.68841  0.016
15 N -1.23878 2.00766 1.50756  0.054
16 C -1.74567 3.24277 1.62426  -0.067
17 C -3.09992 3.25425 1.41706  0.023
18 C -3.41118 1.94108 1.09437  -0.236
19 C -4.71588 1.45628 0.57017  0.014
20 N -2.31121 1.16698 1.17265  0.087
21 N -0.33202 2.49011 3.90363  -0.042
22 C 0.00766 3.73334 4.33287  -0.085
23 C -0.75198 4.00767 5.44006  -0.022
24 C -1.56180 2.86210 5.61526  -0.354
25 C -2.59919 2.61106 6.65901  -0.042
26 N -1.30426 1.96031 4.68527  0.146
27 H 0.20900 -4.03161 3.31978  0.079
28 H 0.10711 -3.46542 1.64604  0.071
29 H -1.32779 -3.42082 2.67097  0.078
30 H 1.29035 -2.11865 4.98041  0.106
31 H 1.38819 0.59633 4.73735  0.126
32 H 2.60724 2.57961 3.68713  0.126
33 H 4.34061 3.85359 2.01046  0.108
34 H 3.76366 4.92332 -0.62789  0.075
35 H 2.28716 4.26897 -1.38329  0.077
36 H 3.72206 3.26353 -1.25721  0.069
37 H -1.07887 4.05473 1.86732  0.136
38 H -3.76775 4.09584 1.40581  0.116
39 H -5.34646 2.30907 0.32910  0.085
40 H -5.22572 0.81944 1.29587  0.086
41 H -4.55191 0.85375 -0.32558  0.098
42 H 0.74637 4.32192 3.81767  0.116
43 H -0.72852 4.89959 6.04399  0.095
44 H -2.50986 3.32937 7.47320  0.069
45 H -2.49530 1.60526 7.06511  0.075
46 H -3.60202 2.69792 6.23694  0.074
47 O -1.38678 -0.20304 -0.49334  -0.230
48 C -2.22877 -0.12169 0.44549  -0.432
49 C -3.15661 -1.11018 0.81984  -0.197
50 C -3.70721 -1.13520 2.13334  -0.062
51 C -4.58418 -2.11738 2.52024  -0.106
52 C -4.95539 -3.12670 1.63061  -0.103
53 C -4.42137 -3.13156 0.34714  -0.113
54 C -3.52854 -2.16045 -0.09159  -0.285
55 P -2.85920 -2.13915 -1.79678  1.135
56 C -4.04065 -3.28450 -2.62533  -0.383
57 C -3.70911 -4.54009 -3.13102  -0.085
58 C -4.64562 -5.29460 -3.82780  -0.094
59 C -5.93093 -4.81199 -4.02475  -0.109
60 C -6.27239 -3.55839 -3.53183  -0.099
61 C -5.33132 -2.80201 -2.85183  -0.121
62 C -1.37862 -3.21337 -1.61088  -0.365
63 C -1.36008 -4.35505 -0.81231  -0.112
64 C -0.20232 -5.11101 -0.70030  -0.102
65 C 0.95423 -4.71958 -1.36279  -0.092
66 C 0.94769 -3.57505 -2.14564  -0.080
67 C -0.21895 -2.83342 -2.27792  -0.110
68 H -3.38308 -0.38709 2.84759  0.114
69 H -4.97016 -2.11796 3.53342  0.097
70 H -5.64522 -3.90435 1.93409  0.090
71 H -4.72161 -3.91514 -0.33895  0.098
72 H -2.71020 -4.93257 -2.98183  0.096
73 H -4.36586 -6.26717 -4.21464  0.097
74 H -6.66144 -5.40256 -4.56369  0.093
75 H -7.26998 -3.16621 -3.68763  0.096
76 H -5.59890 -1.81630 -2.48383  0.101
77 H -2.25016 -4.64449 -0.26464  0.101
78 H -0.19441 -5.99497 -0.07241  0.099
79 H 1.86717 -5.28927 -1.24241  0.101
80 H 1.85200 -3.22580 -2.62783  0.099
81 H -0.20249 -1.92046 -2.85957  0.045
82 I 1.85133 0.44325 -2.61376  -0.009
83 C -3.11591 3.86631 -7.77458  -0.056
84 C -2.75811 3.42663 -6.38154  -0.267
85 C -2.85215 4.30551 -5.31028  -0.021
86 C -2.50285 3.92961 -4.01876  -0.188
87 C -2.62887 4.95159 -2.92229  -0.045
88 C -2.03192 2.62005 -3.79822  -0.089
89 C -1.59616 2.16586 -2.47215  -0.199
90 O -1.81914 2.74284 -1.42449  0.034
91 C -1.94032 1.71156 -4.87105  -0.187
92 C -1.46483 0.29845 -4.67859  -0.067
93 C -2.30883 2.13548 -6.14075  -0.012
94 H -3.70288 4.78474 -7.76211  0.070
95 H -3.69047 3.09796 -8.29419  0.076
96 H -2.21388 4.05356 -8.36214  0.082
97 H -3.20676 5.31646 -5.48451  0.108
98 H -2.93033 5.91227 -3.34184  0.070
99 H -1.68707 5.07448 -2.38656  0.084
100 H -3.35975 4.64318 -2.17509  0.079
101 H -1.01837 1.23141 -2.45513  0.028
102 H -1.95531 -0.18979 -3.83481  0.039
103 H -0.38905 0.26741 -4.48047  -0.004
104 H -1.67083 -0.29008 -5.57287  0.078
105 H -2.24513 1.43270 -6.96576  0.116
106 C 4.53352 -0.38624 2.86504  0.011
107 C 4.00353 -0.77198 1.46527  -0.514
108 O 2.81932 -0.22463 1.19760  -0.309
109 C 5.06399 -0.31940 0.41468  -0.553
110 F 6.34381 -0.55203 0.80574  0.113
111 F 4.91042 -0.91534 -0.77380  0.132
112 F 4.97514 1.00620 0.21736  0.132
113 C 3.90545 -2.32650 1.39878  -0.548
114 F 5.10773 -2.93992 1.31053  0.131
115 F 3.17395 -2.74954 0.36608  0.149
116 F 3.32374 -2.81992 2.51319  0.126
117 H 4.66214 0.69742 2.87404  0.081
118 H 5.47754 -0.86638 3.12583  0.086
119 H 3.76654 -0.65777 3.58802  0.071

The energy relative to the best compared isomer or geometry (same formula, charge and spin) comes out at 0.715 eV. The calculation puts the LUMO energy (alpha / beta) at 2.1 / 2.1 eV. As for the frontier orbital gap (alpha / beta): 5.50 / 7.05 eV. The total energy is -104887.1234 eV. As for the multiplicity: 2. Its total charge is -1. The HOMO energy (alpha / beta) comes out at -3.4 / -4.9 eV.



Below is a structure of composition C6H10N in a non-equilibrium geometry, with properties calculated with ωB97M-V/def2-TZVPD.

Last column: natural (NBO) charge in e.
Element x y z (Å)
1 C -2.38576 0.91076 -0.27224  -0.172
2 C -1.29503 0.23251 -0.00564  0.025
3 C -2.53355 -0.57301 0.15878  -0.436
4 C 1.50995 1.00823 0.77896  -0.407
5 C 1.44191 0.98436 -0.77773  -0.444
6 C 0.73448 -0.01416 -0.04287  0.136
7 N 0.97558 -1.47752 -0.03194  -0.694
8 H -2.87203 1.80400 -0.49961  0.252
9 H -2.80739 -0.90368 1.18457  0.199
10 H -2.65551 -1.46109 -0.59277  0.182
11 H 2.52413 0.55575 1.07866  0.212
12 H 1.19652 1.79551 1.41165  0.268
13 H 1.00671 1.85832 -1.19365  0.266
14 H 2.34251 0.80735 -1.22048  0.237
15 H 1.76532 -1.71372 0.48076  0.445
16 H 0.83535 -1.89088 -1.00746  0.469
17 H 0.21680 -1.92273 0.55099  0.462

The energy relative to the best compared isomer or geometry (same formula, charge and spin) comes out at 5.416 eV. The calculation puts the LUMO energy at -3.7 eV. As for the frontier orbital gap: 9.44 eV. The total energy is -7860.9317 eV. Its total charge is +1. The HOMO energy comes out at -13.2 eV.



Below is a structure of composition C24H50N2O16Zr in a non-equilibrium geometry, with properties calculated with ωB97M-V/def2-TZVPD.

Last column: Löwdin charge in e.
Element x y z (Å)
1 Zr 2.00424 -0.26584 -0.38845  2.159
2 O 0.25447 -1.41186 0.39918  -0.340
3 C -0.91092 -0.62971 0.61102  -0.243
4 C -0.83780 0.86556 -0.01218  -0.185
5 O 0.49133 1.28329 -0.42768  -0.362
6 H -1.11743 -0.54784 1.67831  0.076
7 H -1.77903 -1.11990 0.16806  0.108
8 H -1.10552 1.58960 0.75798  0.110
9 H -1.54431 0.94998 -0.83741  0.092
10 C -1.56611 -3.73913 2.71953  0.033
11 N -2.88875 -3.16832 2.36461  -0.417
12 O -3.64059 -4.01120 1.85377  0.070
13 O -3.17845 -2.01388 2.62210  0.066
14 H -1.56260 -4.82687 2.68191  0.104
15 H -1.40170 -3.52277 3.77530  0.103
16 H -0.79120 -3.30069 2.09265  0.060
17 C 1.17835 4.43456 0.46033  0.054
18 N 0.10642 4.67646 1.48860  -0.440
19 O 0.32521 4.34433 2.62804  0.066
20 O -0.92569 5.21562 1.16804  0.096
21 H 1.85718 3.68229 0.85758  0.069
22 H 1.75032 5.36166 0.41642  0.109
23 H 0.71693 4.25059 -0.50776  0.090
24 O -6.51784 0.80810 1.93098  0.073
25 C -7.11632 0.82750 0.84761  -0.503
26 O -6.60224 0.36921 -0.28066  -0.001
27 C -5.22861 0.03990 -0.29826  -0.234
28 C -4.90631 -0.33881 -1.73358  -0.058
29 C -8.51396 1.44053 0.66205  0.028
30 H -5.18302 -0.87096 0.30268  0.121
31 H -4.53678 0.69979 0.22534  0.124
32 H -4.77872 0.56973 -2.32306  0.076
33 H -5.62249 -1.00884 -2.20654  0.094
34 H -3.94989 -0.86218 -1.68488  0.050
35 H -8.37242 2.40520 0.17431  0.088
36 H -8.95731 1.62392 1.63985  0.086
37 H -9.22623 0.84344 0.09393  0.086
38 O 2.40617 1.24174 -2.37692  -0.052
39 C 2.60738 2.17641 -3.14305  -0.486
40 O 3.77904 2.55055 -3.63978  0.028
41 C 5.01214 1.89230 -3.30127  -0.198
42 C 6.08432 2.53933 -4.16645  -0.046
43 C 1.51451 3.05422 -3.64238  0.057
44 H 5.00827 0.83300 -3.56128  0.124
45 H 5.13839 1.96236 -2.22050  0.121
46 H 5.87166 2.35632 -5.21971  0.091
47 H 7.05291 2.14022 -3.86675  0.091
48 H 6.13815 3.62759 -4.13294  0.089
49 H 1.32101 2.88971 -4.70256  0.113
50 H 1.92073 4.05709 -3.51068  0.112
51 H 0.57183 2.87778 -3.12660  0.089
52 O 0.78145 -1.07241 -2.31831  -0.089
53 C 0.34626 -1.68592 -3.32730  -0.451
54 O -0.79284 -1.34204 -3.90924  0.044
55 C -1.55310 -0.17889 -3.50175  -0.155
56 C -2.60542 0.11987 -4.62662  -0.036
57 C 1.00716 -2.85390 -3.93822  0.062
58 H -0.80217 0.60841 -3.43484  0.113
59 H -2.12898 -0.25049 -2.58001  0.085
60 H -2.18448 0.09726 -5.63180  0.080
61 H -3.09519 1.07717 -4.45088  0.083
62 H -3.39652 -0.62841 -4.68048  0.082
63 H 1.90344 -3.03247 -3.34662  0.095
64 H 1.29793 -2.71392 -4.97868  0.116
65 H 0.17328 -3.55356 -3.86725  0.122
66 O 2.87995 -1.60131 1.64436  -0.062
67 C 3.10319 -2.29932 2.63788  -0.453
68 O 2.80262 -3.58879 2.76869  0.028
69 C 1.99921 -4.33546 1.85464  -0.172
70 C 2.90140 -4.76710 0.67158  -0.046
71 C 3.79665 -1.72373 3.89858  0.070
72 H 1.16861 -3.73521 1.48366  0.087
73 H 1.59716 -5.24086 2.30642  0.137
74 H 3.30595 -3.95985 0.05891  0.055
75 H 2.34746 -5.36025 -0.05604  0.086
76 H 3.77662 -5.28462 1.06362  0.091
77 H 3.74860 -2.50830 4.65228  0.102
78 H 3.29910 -0.81579 4.23278  0.075
79 H 4.81915 -1.63843 3.52985  0.106
80 O 1.89998 0.90941 1.99982  -0.032
81 C 2.05247 1.58209 3.00800  -0.517
82 O 1.22691 1.54033 4.03489  0.036
83 C 0.02985 0.77497 4.00054  -0.146
84 C 0.27558 -0.76210 4.20297  -0.015
85 C 3.25733 2.48115 3.15359  0.047
86 H -0.39577 0.96344 3.01434  0.100
87 H -0.67899 1.18267 4.71894  0.140
88 H 0.22100 -1.26373 3.23739  0.045
89 H -0.58041 -1.01175 4.82978  0.087
90 H 1.19887 -0.99171 4.73175  0.073
91 H 2.88216 3.50439 3.15548  0.093
92 H 3.98622 2.28072 2.36959  0.089
93 H 3.77964 2.23728 4.07887  0.103

The energy relative to the best compared isomer or geometry (same formula, charge and spin) comes out at 0.000 eV. The calculation puts the LUMO energy at -7.8 eV. As for the frontier orbital gap: 5.43 eV. The total energy is -62699.8202 eV. Its total charge is +2. The HOMO energy comes out at -13.2 eV.



Below is a structure of composition C30H31CoN6O6S2 in a non-equilibrium geometry, with properties calculated with ωB97M-V/def2-TZVPD.

Last column: Löwdin charge in e.
Element x y z (Å)
1 Co -1.74115 -0.30283 -1.03226  0.369
2 O 3.28857 0.87225 3.24317  -0.020
3 C 3.39052 0.21559 2.19635  -0.680
4 O 4.30167 -0.46874 1.69951  -0.024
5 C 2.08165 0.20937 1.35393  -0.052
6 C 2.11230 -0.22377 0.02996  0.052
7 C 0.96958 -0.11226 -0.73213  -0.200
8 N -0.18826 0.21181 -0.15136  0.042
9 C -0.27448 0.54363 1.13462  -0.171
10 C 0.87177 0.61201 1.91485  0.086
11 C -1.69124 0.70154 1.54705  -0.208
12 C -2.11261 1.15455 2.77976  -0.003
13 C -3.47434 1.22556 3.02914  -0.029
14 C -4.37126 0.85880 2.03800  -0.021
15 C -3.87943 0.41554 0.82200  -0.066
16 N -2.57443 0.33996 0.59369  0.019
17 C 0.77800 -0.51687 -2.14314  -0.189
18 C 1.80137 -0.73977 -3.04768  0.017
19 C 1.47374 -1.03402 -4.36308  -0.030
20 C 0.14109 -1.07422 -4.74088  -0.020
21 C -0.83219 -0.84048 -3.78548  -0.077
22 N -0.51633 -0.58568 -2.51980  0.027
23 H 3.07582 -0.47987 -0.39419  0.127
24 H 0.87908 0.94455 2.94483  0.130
25 H -1.38581 1.42004 3.53476  0.126
26 H -3.83323 1.55889 3.99417  0.116
27 H -5.43843 0.89422 2.20210  0.113
28 H -4.51706 0.09799 0.00670  0.129
29 H 2.83078 -0.67936 -2.72197  0.124
30 H 2.25396 -1.21694 -5.08982  0.117
31 H -0.14907 -1.28644 -5.75952  0.116
32 H -1.89154 -0.86203 -4.00916  0.132
33 C 4.35402 -4.41415 2.06881  -0.041
34 C 2.93089 -4.08756 1.70800  -0.261
35 C 2.62435 -3.51414 0.48491  -0.036
36 C 1.31954 -3.14740 0.16622  -0.072
37 C 0.30540 -3.37005 1.07953  -0.263
38 C 0.59082 -3.99553 2.29272  -0.049
39 C 1.89026 -4.34885 2.59835  -0.024
40 S -1.38011 -2.86348 0.88462  0.613
41 O -2.17256 -4.06043 0.98897  -0.285
42 O -1.56937 -1.85837 1.90485  -0.285
43 N -1.55593 -2.19216 -0.56331  -0.211
44 C -2.32231 -2.94894 -1.55936  -0.151
45 C -3.50522 -2.12125 -2.03235  -0.595
46 O -4.50142 -2.61534 -2.50807  0.077
47 O -3.30548 -0.82380 -1.91740  -0.178
48 H 5.04173 -3.72364 1.58240  0.079
49 H 4.61108 -5.43152 1.76467  0.082
50 H 4.50858 -4.33779 3.14428  0.080
51 H 3.42906 -3.28593 -0.20540  0.118
52 H 1.07598 -2.88656 -0.85706  0.102
53 H -0.21154 -4.17814 2.99564  0.118
54 H 2.11187 -4.80941 3.55351  0.116
55 H -2.67953 -3.89903 -1.17514  0.113
56 H -1.70765 -3.15578 -2.44663  0.117
57 C -0.54513 4.25707 1.87198  -0.062
58 C -1.05328 4.80932 0.54867  -0.205
59 N -1.67029 3.79079 -0.30741  0.041
60 C -1.14530 2.92150 -1.17074  -0.700
61 S -2.24864 1.83923 -1.97125  0.832
62 N 0.14772 2.82699 -1.47270  0.038
63 C 1.32192 3.62049 -1.10196  -0.209
64 C 1.50914 4.84218 -1.99029  -0.068
65 H -0.04444 5.04282 2.43824  0.089
66 H 0.16099 3.43811 1.72520  0.060
67 H -1.37325 3.87791 2.46958  0.069
68 H -0.27020 5.32049 -0.00176  0.091
69 H -1.82903 5.55141 0.73384  0.124
70 H -2.66128 3.64435 -0.18837  0.120
71 H 0.30337 2.14836 -2.20206  0.109
72 H 2.17530 2.95008 -1.20427  0.124
73 H 1.27750 3.88191 -0.05029  0.096
74 H 1.67589 4.54445 -3.02592  0.080
75 H 2.37400 5.41692 -1.65819  0.085
76 H 0.63348 5.49184 -1.96912  0.070

The energy relative to the best compared isomer or geometry (same formula, charge and spin) comes out at 0.223 eV. The calculation puts the LUMO energy at -1.2 eV. As for the frontier orbital gap: 7.10 eV. The total energy is -112138.6182 eV. The HOMO energy comes out at -8.3 eV.